Record 1
{
  "formula": "C8H20BrLiO4",
  "method": "ωB97M-V with the def2-TZVPD basis set",
  "de_lowest_kcal_mol": 82.7,
  "total_charge": 0,
  "spin_multiplicity": 1,
  "lumo_ev": -0.004,
  "gap_ha": 0.2513,
  "species": ["Li", "Br", "C", "O", "C", "C", "O", "C", "H", "H", "H", "H", "H", "H", "H", "H", "H", "H", "C", "O", "C", "C", "O", "C", "H", "H", "H", "H", "H", "H", "H", "H", "H", "H"],
  "xyz": [[-0.93056, 0.49650, -1.04365], [-3.56674, 0.48057, -3.59978], [2.19981, 1.96637, 0.05738], [0.82235, 2.17983, 0.32414], [0.60258, 3.17185, 1.24902], [-0.91746, 3.47893, 1.14636], [-1.60241, 2.21225, 1.26967], [-2.94189, 2.32156, 1.89151], [2.71884, 2.81661, -0.38511], [2.38707, 1.25887, -0.75038], [2.82316, 1.80416, 0.93671], [1.09045, 4.11345, 0.99709], [0.76188, 2.73258, 2.23379], [-1.30139, 3.94645, 0.23965], [-1.13850, 4.11360, 2.00452], [-3.52277, 3.13957, 1.46543], [-2.85940, 2.45044, 2.97072], [-3.44583, 1.35507, 1.89829], [1.18724, -2.15625, -3.41737], [0.90941, -2.10169, -2.02478], [0.35774, -3.39837, -1.60108], [0.46061, -3.48316, -0.07304], [-0.32042, -2.44669, 0.51883], [0.14390, -2.21690, 1.83211], [0.21432, -2.24735, -3.90031], [1.94106, -2.89170, -3.69841], [1.46836, -1.15166, -3.73341], [0.90418, -4.23021, -2.04554], [-0.68268, -3.43773, -1.92368], [1.48193, -3.52533, 0.30543], [-0.00536, -4.41760, 0.23967], [1.08846, -1.67317, 1.81611], [0.21712, -3.11158, 2.45042], [-0.54516, -1.54942, 2.34958]],
  "atomic_forces_ev_per_a": [[-0.44, 0.09, -0.10], [0.75, 0.00, 0.68], [0.95, 0.69, -0.62], [1.44, -1.41, -1.94], [-2.80, 0.57, -0.24], [-0.08, -1.11, 1.03], [-1.32, 0.13, 0.64], [1.31, -0.26, 0.27], [-0.53, 0.91, -0.02], [-0.59, -0.73, 0.54], [-0.40, -0.72, 0.33], [0.65, -0.09, 0.36], [0.42, 0.62, 0.35], [0.60, 0.23, -0.20], [-0.27, 0.16, 0.06], [-0.05, -0.26, -0.19], [0.48, 0.70, 0.14], [0.06, 0.03, -1.06], [-1.10, 1.28, 0.06], [0.18, -1.56, 0.48], [0.55, 1.58, 0.83], [-1.11, -0.30, -0.79], [0.68, 0.01, 0.15], [-0.39, 0.89, 0.39], [0.10, -0.79, -0.56], [-0.16, -0.10, 0.03], [0.57, -0.04, 0.17], [0.16, 0.04, -0.10], [-0.11, -0.08, 0.03], [0.20, 0.49, -0.21], [0.03, -0.41, -0.07], [0.38, -0.25, -0.02], [0.11, -0.28, -0.20], [-0.28, -0.04, -0.19]]
}

***

Record 2
{
  "formula": "C4H4Br2O",
  "method": "ωB97M-V with the def2-TZVPD basis set",
  "de_lowest_kcal_mol": 41.9,
  "total_charge": 0,
  "spin_multiplicity": 1,
  "lumo_ev": 0.578,
  "gap_ha": 0.3779,
  "species": ["C", "C", "C", "C", "O", "Br", "Br", "H", "H", "H", "H"],
  "xyz": [[1.98231, -0.92940, 1.15586], [0.68244, -1.02264, 1.33138], [1.49935, -1.65378, 2.36062], [-0.76912, 0.15373, -0.19524], [-0.63945, -0.82676, 0.81212], [1.62675, -3.60092, 2.49236], [1.69269, -0.86143, 4.13959], [2.81479, -0.61902, 0.58063], [0.12569, 0.77240, -0.28112], [-1.62286, 0.77848, 0.07928], [-0.97301, -0.33454, -1.15045]],
  "atomic_forces_ev_per_a": [[-1.67, -0.28, 0.61], [-2.07, 0.29, -1.63], [-0.36, 0.37, -0.56], [0.02, 0.43, -0.45], [3.39, -1.08, 2.45], [0.01, 0.23, -0.04], [-0.05, -0.08, -0.15], [0.59, 0.12, -0.18], [-0.06, -0.01, 0.00], [0.14, -0.03, -0.08], [0.07, 0.03, 0.03]]
}

***

Record 3
{
  "formula": "C5H7NS",
  "method": "ωB97M-V with the def2-TZVPD basis set",
  "de_lowest_kcal_mol": 104.8,
  "total_charge": 0,
  "smiles": "C=C=C=N.CC=S",
  "spin_multiplicity": 1,
  "lumo_ev": -0.333,
  "gap_ha": 0.2890,
  "species": ["C", "C", "C", "N", "H", "H", "H", "C", "C", "S", "H", "H", "H", "H"],
  "xyz": [[-3.60367, 0.72143, -0.40607], [-2.83124, -0.11676, 0.20512], [-2.01552, -1.10029, 0.27745], [-1.11967, -1.81260, 0.64370], [-3.68896, 1.65476, 0.11489], [-4.08996, 0.72011, -1.43248], [-0.30563, -1.76490, 1.25566], [2.09647, -0.33152, -0.19778], [1.43927, 0.66136, 0.74243], [-0.10694, 1.22192, 0.62607], [3.19877, -0.50850, 0.08201], [1.46019, -1.19410, -0.35798], [2.31603, 0.07598, -1.21947], [2.10098, 1.04919, 1.54580]],
  "atomic_forces_ev_per_a": [[-0.88, 1.28, -1.34], [-0.69, -0.27, -0.96], [1.15, -0.11, 1.91], [0.98, -1.93, -1.14], [-0.46, 0.70, 0.03], [0.60, -0.64, 1.41], [-1.05, 0.57, 0.10], [2.03, 1.04, -0.49], [-0.60, 0.70, -0.26], [1.95, -0.35, 0.08], [-1.87, -0.47, 0.25], [0.25, -0.39, 0.13], [-0.90, 0.15, 0.67], [-0.52, -0.28, -0.39]]
}

***

Record 4
{
  "formula": "C23H61O22S7",
  "method": "ωB97M-V with the def2-TZVPD basis set",
  "de_lowest_kcal_mol": 86.4,
  "total_charge": -1,
  "spin_multiplicity": 1,
  "lumo_ev": 1.968,
  "gap_ha": 0.2190,
  "species": ["C", "C", "O", "H", "H", "H", "H", "H", "O", "S", "O", "O", "C", "C", "C", "H", "H", "H", "H", "H", "H", "H", "H", "O", "S", "O", "O", "C", "C", "C", "H", "H", "H", "H", "H", "H", "H", "H", "O", "S", "O", "O", "C", "C", "C", "H", "H", "H", "H", "H", "H", "H", "H", "O", "S", "O", "O", "C", "C", "C", "H", "H", "H", "H", "H", "H", "H", "H", "O", "S", "O", "O", "C", "C", "C", "H", "H", "H", "H", "H", "H", "H", "H", "O", "S", "O", "O", "C", "C", "C", "H", "H", "H", "H", "H", "H", "H", "H", "O", "S", "O", "O", "C", "C", "C", "H", "H", "H", "H", "H", "H", "H", "H"],
  "xyz": [[2.78210, 18.60538, 10.76163], [1.80791, 18.91820, 11.94638], [1.63204, 18.00590, 12.93128], [3.01516, 17.55141, 10.61024], [3.71298, 19.15389, 10.90554], [2.38158, 18.92550, 9.79976], [0.88758, 19.15415, 11.41213], [2.09122, 19.90989, 12.29906], [-4.92055, 18.07943, 9.98635], [-5.47308, 19.45560, 10.07715], [-6.65947, 19.61817, 10.90355], [-4.24865, 20.37856, 10.67260], [-3.03604, 19.78989, 10.97136], [-2.07874, 20.89543, 11.18976], [-5.70121, 20.17650, 8.31022], [-2.58648, 19.22245, 10.15649], [-3.16248, 19.17857, 11.86490], [-2.08026, 21.57613, 10.33844], [-1.03884, 20.56877, 11.18946], [-2.20369, 21.47917, 12.10176], [-5.07242, 19.50832, 7.72178], [-5.29857, 21.18605, 8.39273], [-6.77011, 20.20127, 8.09823], [-0.72443, 14.97730, 9.12360], [0.60786, 14.48941, 9.44858], [0.94008, 13.04676, 9.49418], [1.73389, 15.43210, 8.58289], [3.06359, 15.01751, 8.51689], [3.40544, 15.69355, 7.16512], [1.01018, 15.21199, 11.12176], [3.18087, 13.93991, 8.40241], [3.63654, 15.50679, 9.30457], [2.70009, 16.40174, 6.73032], [3.31514, 14.88228, 6.44278], [4.46335, 15.87563, 6.97601], [0.80178, 14.48559, 11.90726], [0.56268, 16.19477, 11.27004], [2.04478, 15.53150, 11.24666], [6.11241, 21.06288, 8.85059], [5.75239, 20.63042, 7.47909], [5.41044, 21.57828, 6.44193], [6.97462, 19.71887, 6.86741], [6.99786, 19.57043, 5.47528], [8.02231, 20.50093, 4.91319], [4.46318, 19.32395, 7.49491], [6.05142, 19.68475, 4.94682], [7.31140, 18.59660, 5.09920], [7.74410, 21.50362, 5.23769], [8.10756, 20.56683, 3.82853], [9.03761, 20.30478, 5.25786], [4.81360, 18.54918, 8.17684], [4.31688, 18.95564, 6.47951], [3.52627, 19.78160, 7.81248], [8.09786, 22.37179, 14.61373], [7.45394, 23.04528, 13.47320], [8.18387, 23.90372, 12.47439], [6.65798, 21.84938, 12.57483], [5.61820, 21.02548, 13.15877], [5.97675, 19.53487, 12.91547], [5.96044, 24.04234, 14.02181], [4.64596, 21.13966, 12.67938], [5.51436, 21.14202, 14.23753], [5.80284, 19.18504, 11.89789], [5.28525, 18.94018, 13.51235], [6.98921, 19.32046, 13.25760], [5.45564, 23.53355, 14.84303], [5.34577, 23.84881, 13.14270], [6.40805, 25.02871, 14.14347], [5.35259, 16.24445, 10.82024], [5.25443, 15.10673, 11.80492], [4.37181, 13.95934, 11.53140], [6.82630, 14.57779, 12.20779], [7.87230, 15.53218, 12.10654], [9.21292, 14.83563, 12.37841], [4.72434, 15.76390, 13.51125], [7.70132, 16.20495, 12.94692], [7.93243, 16.14222, 11.20524], [9.15804, 13.80172, 12.71917], [9.79010, 15.25859, 13.20064], [9.92594, 14.87736, 11.55502], [3.81902, 16.29831, 13.22331], [5.44633, 16.48679, 13.89106], [4.60845, 14.85673, 14.10430], [2.48323, 21.10736, 18.20009], [2.85146, 20.93863, 16.78693], [2.63051, 22.03693, 15.83287], [4.41350, 20.30955, 16.51695], [5.16450, 19.95825, 17.62190], [5.60013, 21.07714, 18.51005], [1.87154, 19.52300, 16.27812], [6.00991, 19.46684, 17.14034], [4.75168, 19.14756, 18.22229], [5.98541, 21.93180, 17.95398], [6.44956, 20.64761, 19.04115], [4.77766, 21.27535, 19.19732], [0.88995, 19.98074, 16.40084], [2.11571, 18.78431, 17.04154], [2.21046, 19.32839, 15.26059], [0.59218, 19.68949, 5.74182], [-0.59303, 19.06869, 6.35202], [-1.84202, 19.78497, 6.65957], [-0.82968, 17.60825, 5.58513], [0.07731, 17.21804, 4.58639], [0.04686, 15.69881, 4.58540], [-0.06285, 18.49283, 8.07243], [1.11943, 17.53644, 4.61294], [-0.17586, 17.61476, 3.60322], [-0.97714, 15.41671, 4.34056], [0.32975, 15.26163, 5.54298], [0.89033, 15.34569, 3.99214], [0.26013, 19.38985, 8.60077], [0.68292, 17.75333, 7.78076], [-0.87561, 18.22611, 8.74799]],
  "atomic_forces_ev_per_a": [[0.31, 0.08, 0.21], [-0.21, -0.67, -0.33], [0.73, -0.27, -0.11], [-0.01, -0.17, 0.39], [0.32, -0.18, -0.09], [-0.21, 0.30, -0.10], [-1.18, 0.05, -0.34], [0.49, 0.74, 0.41], [-1.13, 2.73, -0.32], [0.82, -2.42, 0.26], [1.35, 0.59, -1.21], [-3.50, 0.47, -1.51], [1.85, -1.03, 0.71], [1.43, 1.36, 0.16], [0.50, -0.38, 2.38], [-0.70, -0.47, -0.12], [0.24, -0.27, -0.16], [-0.39, 0.17, -0.06], [-0.03, -0.53, 0.29], [-0.32, -0.06, -0.01], [-0.28, 0.22, -0.18], [0.01, -0.12, -0.20], [0.23, -0.31, -0.04], [1.83, -0.86, -0.62], [1.04, 0.73, 2.98], [-0.48, 2.83, -1.04], [-4.02, -1.83, 1.17], [1.00, 1.78, -1.60], [1.14, -2.16, -1.38], [0.30, -0.01, -0.55], [0.02, 0.09, 0.58], [-0.02, -0.61, 0.28], [0.29, 0.57, 0.86], [-0.39, -0.34, -0.33], [0.05, 0.91, 0.55], [-0.35, 0.10, -0.23], [-0.79, -0.28, -0.09], [0.35, -0.68, -0.56], [-0.65, -1.30, -3.49], [-0.12, -0.18, 1.20], [0.17, -0.21, 0.95], [-0.68, 0.09, 1.53], [0.63, -0.43, -2.46], [0.49, 1.67, -0.20], [0.55, 0.90, 0.28], [-0.35, 0.51, 0.58], [-0.03, -0.74, 1.21], [0.22, 0.17, 0.01], [-0.43, -0.43, -0.13], [-0.12, -0.20, 0.33], [-0.20, 0.06, -0.01], [0.31, 0.07, 0.03], [0.16, -0.02, 0.23], [-0.67, 1.37, -1.95], [-0.57, -0.24, -1.20], [-1.76, -2.76, 2.92], [0.93, 1.79, 0.63], [0.57, -1.89, 0.00], [-0.27, 0.38, 0.42], [1.51, -1.75, -1.00], [0.12, 0.88, -0.11], [0.14, 0.44, -0.02], [0.34, 0.36, -0.12], [-0.12, -0.01, 0.20], [0.06, 0.02, -0.15], [0.41, 0.42, 0.32], [-0.10, 0.91, -0.06], [-0.71, -0.01, 0.17], [0.06, -3.20, 2.42], [-0.20, 1.76, 0.24], [2.30, 1.85, 0.26], [-2.41, -0.42, -1.70], [1.03, 0.56, 1.45], [0.85, -0.31, 0.23], [0.52, -0.43, -2.30], [0.06, 0.47, -0.10], [-0.55, -0.44, -0.21], [-0.59, -0.15, -0.43], [-0.36, 0.63, 0.13], [-0.35, -0.14, -0.33], [-0.49, -0.03, 0.42], [0.14, -0.28, -0.12], [-0.14, 0.32, 0.02], [1.63, 0.24, -1.55], [-1.29, 0.01, -0.62], [1.14, -1.69, 1.77], [-3.21, 1.82, -0.52], [1.57, -1.23, 0.30], [0.31, -0.46, 0.32], [1.34, 1.55, 0.26], [0.40, 0.16, 0.05], [-0.70, 0.04, 0.05], [-0.35, 0.11, 0.05], [0.02, 0.26, 0.46], [0.33, 0.61, -0.01], [-0.21, -0.63, -0.35], [-0.31, -0.25, -0.39], [-0.65, -0.62, -0.15], [-2.19, -0.68, 0.39], [0.55, 0.13, 3.10], [1.66, -1.15, -2.00], [-0.40, 2.55, 1.29], [1.18, -1.12, -1.35], [0.36, 0.37, 0.37], [-0.39, 0.79, -1.67], [-0.02, 0.45, 1.28], [-0.78, -0.03, -0.03], [0.40, -0.68, -0.37], [-0.43, 0.40, 0.46], [-0.62, -0.21, -0.90], [0.89, 0.11, -0.59], [0.06, -0.05, 1.04], [-0.26, -0.98, -0.84]]
}